Entry 1:
The following is a quantum chemistry calculation of a single C5H8Cl2N2 molecule, from the Open Molecules 2025 dataset.

Output
Frontier orbital gap: 8.57 eV
E: -33335.82090 eV
HOMO energy: -8.0 eV

XYZ file:
```
17
C5H8Cl2N2 (ωB97M-V/def2-TZVPD)
C -1.435 -0.663 1.160
C -0.094 -0.242 1.219
C -2.234 -0.216 0.176
C 1.941 -0.078 -0.165
C -2.289 1.123 -0.509
N -0.265 -0.051 -1.001
N 0.511 -0.137 0.024
Cl -3.649 -1.228 -0.242
Cl -1.475 2.420 0.352
H -1.740 -1.455 1.872
H 0.530 -0.485 2.054
H 2.240 0.638 -1.024
H 2.439 0.073 0.774
H 2.250 -1.088 -0.670
H -3.336 1.539 -0.506
H -1.658 1.244 -1.369
H 0.262 -0.340 -1.778
```



Entry 2:
The following is a quantum chemistry calculation of a single C5H8ClF molecule, from the Open Molecules 2025 dataset.

Output
Frontier orbital gap: 10.00 eV
E: -20552.34747 eV
SMILES: CC1(C)C[C@]1(F)Cl
HOMO energy: -9.1 eV

XYZ file:
```
15
C5H8ClF (ωB97M-V/def2-TZVPD)
C -0.153 0.002 1.512
C -0.204 -0.034 0.028
C -1.524 0.492 -0.516
C 0.731 -1.108 -0.626
C 1.297 0.312 -0.786
F 1.100 0.839 -2.080
Cl 2.719 0.887 -0.027
H -0.751 0.647 2.033
H 0.818 0.327 1.674
H -0.403 -0.932 1.925
H -1.715 1.588 -0.365
H -2.350 0.024 -0.028
H -1.426 0.387 -1.512
H 1.263 -1.614 0.194
H 0.597 -1.817 -1.425
```



Entry 3:
The following is a quantum chemistry calculation of 2 unconnected molecules or ions with the total composition C5H8ClISi, from the Open Molecules 2025 dataset.

Output
Frontier orbital gap (spin up / spin down): 7.53 / 7.53 eV
E: -33812.29602 eV
HOMO energy (spin up / spin down): -8.1 / -8.1 eV

XYZ file:
```
16
C5H8ClISi (ωB97M-V/def2-TZVPD)
C -0.241 -1.791 -2.125
C 1.947 2.098 0.233
C -0.130 -0.658 -1.413
C 1.613 0.983 0.848
C -1.874 0.076 1.500
Si 0.623 -0.576 0.257
Cl 1.690 -2.166 0.918
I -3.558 -0.243 0.145
H -0.666 -1.691 -3.164
H -0.116 -2.743 -1.692
H 2.124 2.925 0.826
H 1.775 2.280 -0.801
H -0.841 0.103 -1.848
H 1.634 0.920 2.007
H -1.887 1.029 1.929
H -2.093 -0.547 2.380
```